1.
Here is a 14-piece molecular cluster, C84H70F14 overall at a distorted geometry from OMol25. Energies are from the ωB97M-V functional and the def2-TZVPD basis.

Cartesian coordinates (Å):
F (7.2476, 16.0225, 22.9165)
C (6.5701, 14.8773, 23.1785)
C (5.2882, 14.7990, 22.7680)
C (4.5958, 13.6206, 22.9416)
C (5.2595, 12.4929, 23.4338)
C (6.5732, 12.5868, 23.7096)
C (7.2675, 13.7935, 23.6953)
H (4.8240, 15.6439, 22.2823)
H (3.5507, 13.5839, 22.7057)
H (4.6733, 11.6060, 23.6813)
H (7.1571, 11.6839, 23.9720)
H (8.3133, 13.9072, 23.9863)
F (-2.1824, 13.9155, 17.3714)
C (-1.0010, 14.4906, 17.5433)
C (0.0885, 14.0003, 16.8852)
C (1.3050, 14.5813, 17.1244)
C (1.4445, 15.7007, 17.9720)
C (0.2770, 16.2655, 18.4822)
C (-0.9395, 15.6088, 18.3223)
H (-0.0331, 13.1458, 16.2140)
H (2.2145, 14.1849, 16.6405)
H (2.4191, 16.1201, 18.0873)
H (0.3936, 17.1222, 19.1277)
H (-1.8520, 16.0600, 18.6516)
F (5.0954, 6.1322, 26.7949)
C (4.5838, 7.2201, 26.2948)
C (3.8191, 7.1336, 25.1856)
C (3.2875, 8.2906, 24.5690)
C (3.5180, 9.5394, 25.1867)
C (4.3593, 9.5805, 26.2722)
C (4.9480, 8.4490, 26.8170)
H (3.8029, 6.1827, 24.7118)
H (2.6494, 8.2039, 23.6607)
H (3.1759, 10.5456, 24.8778)
H (4.6564, 10.5746, 26.5910)
H (5.6282, 8.5283, 27.6433)
F (-3.5685, 21.5246, 21.5487)
C (-2.9403, 20.2994, 21.4128)
C (-3.4412, 19.3547, 20.5356)
C (-2.8145, 18.1482, 20.4174)
C (-1.7123, 17.8182, 21.2581)
C (-1.3247, 18.7465, 22.2675)
C (-2.0098, 20.0029, 22.3445)
H (-4.3009, 19.5236, 19.9017)
H (-3.2222, 17.4195, 19.6942)
H (-1.2391, 16.8397, 21.1416)
H (-0.5100, 18.5530, 22.9281)
H (-1.8046, 20.7111, 23.1206)
F (5.2629, 17.9723, 15.0895)
C (5.4755, 17.5347, 16.3104)
C (6.0068, 18.4086, 17.1937)
C (6.3481, 17.9562, 18.4768)
C (6.1199, 16.6448, 18.8689)
C (5.5923, 15.7445, 17.9478)
C (5.2460, 16.1907, 16.6644)
H (6.3617, 19.3876, 16.7905)
H (6.8619, 18.5950, 19.1782)
H (6.3976, 16.4173, 19.9172)
H (5.4066, 14.7359, 18.2204)
H (4.8636, 15.5317, 15.9048)
F (-3.7717, 15.2633, 22.2394)
C (-4.4488, 14.2085, 21.8042)
C (-4.1685, 13.7743, 20.5398)
C (-4.8041, 12.6530, 20.0654)
C (-5.8253, 12.0137, 20.8233)
C (-6.1145, 12.5084, 22.0869)
C (-5.3789, 13.5754, 22.6034)
H (-3.4777, 14.3030, 19.9377)
H (-4.5682, 12.2321, 19.1037)
H (-6.3018, 11.0778, 20.3451)
H (-6.8567, 12.0631, 22.6920)
H (-5.4660, 13.9495, 23.6161)
F (-0.9733, 11.5776, 24.4220)
C (-2.0530, 11.8608, 25.1933)
C (-1.7902, 12.5404, 26.3569)
C (-2.8566, 12.9534, 27.1780)
C (-4.1681, 12.7357, 26.7611)
C (-4.3806, 12.0587, 25.5506)
C (-3.3128, 11.5831, 24.7358)
H (-0.7797, 12.8017, 26.7112)
H (-2.5515, 13.4428, 28.0742)
H (-4.8846, 13.0908, 27.4616)
H (-5.3722, 11.8943, 25.1859)
H (-3.3420, 11.2160, 23.7223)
F (2.1335, 19.2384, 22.5328)
C (1.7536, 19.8582, 23.6373)
C (1.6633, 19.1530, 24.8344)
C (1.1408, 19.8549, 25.9465)
C (0.7195, 21.1544, 25.8217)
C (0.7917, 21.7747, 24.6124)
C (1.3139, 21.1531, 23.5109)
H (1.8393, 18.0790, 24.8880)
H (1.1320, 19.4304, 26.8992)
H (0.2839, 21.6937, 26.6705)
H (0.3594, 22.7761, 24.5078)
H (1.2212, 21.5539, 22.4865)
F (3.9984, 22.6836, 18.2547)
C (3.0398, 21.8811, 18.7471)
C (3.2934, 20.5336, 18.7077)
C (2.2639, 19.7187, 19.1605)
C (1.0613, 20.1639, 19.6897)
C (0.8812, 21.5472, 19.7359)
C (1.8769, 22.4187, 19.2372)
H (4.2279, 20.1480, 18.3211)
H (2.4837, 18.6698, 19.1268)
H (0.2536, 19.5073, 19.9123)
H (0.0014, 21.9841, 20.1742)
H (1.8084, 23.4946, 19.4149)
F (2.7391, 11.9038, 18.5117)
C (4.0747, 12.1466, 18.5004)
C (4.7880, 12.0622, 17.3348)
C (6.1963, 12.1451, 17.3432)
C (6.8092, 12.3452, 18.5867)
C (6.0305, 12.4256, 19.7376)
C (4.6408, 12.4586, 19.7142)
H (4.3308, 11.7579, 16.3730)
H (6.7188, 12.0573, 16.3811)
H (7.8904, 12.3672, 18.7013)
H (6.4548, 12.5575, 20.7294)
H (4.0214, 12.6621, 20.5444)
F (3.3975, 11.9835, 28.8780)
C (3.2831, 12.8765, 27.9018)
C (2.3854, 12.5764, 26.8541)
C (2.2183, 13.5143, 25.8366)
C (2.9951, 14.6658, 25.8362)
C (3.9814, 14.9111, 26.7758)
C (4.1160, 13.9667, 27.8347)
H (1.9298, 11.5973, 26.8982)
H (1.5628, 13.2755, 25.0251)
H (2.8654, 15.3577, 25.0135)
H (4.6034, 15.7816, 26.6830)
H (4.8409, 14.1352, 28.6287)
F (0.5786, 8.8249, 22.3763)
C (-0.0126, 9.7678, 21.6369)
C (0.6993, 10.2954, 20.5840)
C (0.0761, 11.2369, 19.7289)
C (-1.3158, 11.5400, 19.9127)
C (-1.9844, 10.8917, 20.9577)
C (-1.3519, 9.9933, 21.8488)
H (1.7022, 9.9485, 20.3758)
H (0.6628, 11.6910, 18.9587)
H (-1.8169, 12.2220, 19.2183)
H (-3.0673, 11.0276, 21.0176)
H (-1.8651, 9.5867, 22.6910)
F (-0.3027, 18.0838, 27.9613)
C (-1.1752, 17.8059, 27.0257)
C (-1.2726, 16.5455, 26.5494)
C (-2.1667, 16.2218, 25.5222)
C (-2.9167, 17.2377, 24.9521)
C (-2.7901, 18.5269, 25.4531)
C (-1.9309, 18.8615, 26.5028)
H (-0.6859, 15.7377, 26.9565)
H (-2.3372, 15.1704, 25.2409)
H (-3.6262, 17.0690, 24.1256)
H (-3.4109, 19.3301, 25.0300)
H (-1.7983, 19.8736, 26.8696)
F (2.6536, 15.5014, 20.4134)
C (1.7389, 15.1533, 21.3396)
C (1.2232, 13.8986, 21.3216)
C (0.2703, 13.5640, 22.2858)
C (-0.1431, 14.4930, 23.2300)
C (0.4880, 15.8019, 23.2513)
C (1.4293, 16.1428, 22.3049)
H (1.5409, 13.2328, 20.5335)
H (-0.2320, 12.5956, 22.3019)
H (-0.9112, 14.2197, 24.0126)
H (0.1554, 16.5473, 23.9494)
H (1.8677, 17.1277, 22.3041)

Atomic forces in eV per Å
-0.04 0.05 0.36
1.95 -0.05 0.00
-1.48 0.23 -0.60
0.26 -0.50 0.46
-2.47 0.29 -0.32
2.90 -0.88 1.25
-0.23 0.39 -0.59
-0.07 0.19 0.05
-0.38 -0.06 -0.08
0.43 0.03 -0.47
-0.55 0.54 0.13
-0.35 -0.19 -0.18
-1.16 -0.66 -0.20
0.28 0.58 0.05
0.06 -1.18 -0.50
1.65 0.66 0.21
-1.23 -0.82 -1.39
0.96 -0.69 0.57
0.32 1.04 -0.07
0.11 0.26 0.25
-0.60 0.15 0.26
0.31 0.34 0.25
-0.39 0.29 -0.02
-0.36 0.03 0.43
0.79 -1.74 0.87
0.43 2.17 0.17
-0.81 1.07 -1.81
-0.56 0.23 0.32
-0.27 -0.33 -0.75
0.91 0.35 0.26
-0.60 0.24 0.20
-0.55 -0.69 -0.36
0.69 0.05 0.81
-0.23 -1.08 -0.38
-0.03 -0.16 0.45
0.20 -0.09 0.23
0.35 -0.89 -0.46
-1.75 0.76 0.46
-0.35 0.54 -0.85
1.01 -1.27 0.58
-0.44 0.98 0.46
-1.55 0.27 -1.87
1.78 -1.70 0.17
0.00 0.46 0.10
0.39 0.41 0.52
0.00 0.38 0.22
0.26 -0.23 0.43
0.31 0.28 0.25
-0.50 0.04 -1.41
-0.10 -1.83 1.07
1.63 1.37 0.79
-0.05 0.00 -0.32
0.22 0.49 0.55
-0.41 1.04 -0.57
0.34 0.66 0.13
-0.61 -0.72 0.64
-0.09 0.33 -0.03
-0.28 -0.38 -0.89
-0.08 -0.75 0.14
-0.15 -0.27 -0.05
0.30 0.71 0.66
-0.47 -0.66 -0.02
-0.25 -0.50 -0.39
-1.49 -0.89 0.51
0.54 -0.85 -1.45
0.82 0.19 -0.42
0.19 0.44 0.08
0.76 0.40 -0.45
0.15 0.12 -0.29
0.56 1.74 1.15
-0.70 -0.49 0.54
-0.37 -0.12 -0.01
-0.18 -0.32 -0.07
1.01 0.52 0.03
-0.15 0.65 1.63
0.97 -0.79 -1.74
1.43 -0.53 -0.26
0.64 -0.26 -0.34
-0.42 1.19 1.01
-0.38 -0.43 -0.60
-0.40 0.39 0.63
-1.16 0.01 -0.14
-0.52 -0.04 -0.03
-0.75 -0.32 0.00
0.60 -0.64 -0.88
-0.61 -0.28 1.24
-0.61 0.61 0.43
1.01 -0.20 -1.58
-0.30 0.23 1.13
-0.68 1.73 -0.68
-0.24 0.02 -1.32
0.35 0.31 -0.02
-0.15 -0.95 1.16
0.27 -0.31 -0.25
0.28 -0.31 -0.02
0.36 0.01 0.73
0.16 0.54 0.04
0.40 0.02 -0.39
-0.89 -0.06 0.25
0.60 -0.85 0.10
0.55 1.48 -0.99
0.83 0.27 -0.35
-0.70 -0.05 1.23
-0.13 -0.03 0.04
-0.19 -0.59 -0.02
-0.29 -0.49 0.50
-0.32 0.02 0.01
-0.11 -0.31 -0.44
0.07 0.21 -0.47
-0.57 0.24 0.26
0.71 -0.99 -1.68
-0.80 0.41 0.69
0.19 -0.58 -0.30
-0.28 0.92 0.81
1.05 -0.66 -1.39
-0.09 0.42 0.84
-0.03 0.05 0.70
-0.18 0.03 -0.18
0.41 0.06 -0.24
-0.35 -0.08 0.91
0.20 -0.32 0.69
-0.46 0.12 -2.02
0.64 0.58 0.75
0.52 -0.89 0.93
0.13 0.53 -0.62
-0.84 -1.67 0.78
0.36 1.33 -0.02
-0.39 0.08 -0.19
-0.36 0.13 -0.36
0.00 0.07 -0.04
0.22 0.13 0.20
-0.09 -0.11 -0.15
0.52 -0.33 0.65
-0.43 -0.59 -0.50
-0.48 1.18 -1.07
-1.44 -0.73 1.33
1.79 -0.80 0.16
-0.32 -0.26 -0.12
-0.12 1.71 -1.25
0.11 0.14 0.18
-0.04 0.13 -0.39
0.10 -0.29 0.41
0.36 0.09 0.29
-0.23 -0.44 0.25
1.16 0.16 1.58
-1.11 1.48 -1.21
-0.35 -1.95 -0.65
-0.44 0.01 0.10
-0.42 -0.08 -0.33
-0.27 1.27 0.24
-0.08 -1.06 -0.51
0.26 0.05 0.31
0.29 0.66 0.06
0.49 -0.10 0.53
0.33 -0.42 0.09
-0.14 -0.18 -0.03
0.37 -0.10 -0.06
0.46 1.67 0.89
-0.30 -0.25 -0.07
-0.80 -0.01 0.49
0.49 1.23 0.79
-1.09 -1.76 -0.31
-0.33 -1.23 -0.41
-0.07 -0.17 0.03
0.40 0.14 -0.21
1.03 0.40 -1.15
-0.08 0.08 0.40
0.18 -0.05 -0.27

Results
Charge: 0
Energy relative to the best compared isomer or geometry (same formula, charge and spin) in eV: 1.548
M in g/mol: 1345.46
Multiplicity: 1
Frontier orbital gap in Eh: 0.358
DFT total energy in eV: -126286.3424
HOMO in eV: -9.16

Atomic partial charges in e from the Löwdin method, atoms 1 to 99: 0.0480 -0.2887 -0.0257 -0.0859 -0.0929 -0.1044 0.0030 0.1183 0.0860 0.0931 0.1227 0.1231 0.0675 -0.3306 -0.0275 -0.0717 -0.0753 -0.0584 -0.0079 0.1310 0.1086 0.0803 0.0869 0.0876 0.1033 -0.3465 -0.0193 -0.0396 -0.1083 -0.1026 0.0033 0.1102 0.1006 0.0899 0.1003 0.1139 0.0267 -0.2674 -0.0266 -0.0856 -0.0683 -0.0443 -0.0179 0.1203 0.1030 0.0882 0.0702 0.1099 0.0898 -0.3270 -0.0436 -0.0835 -0.0814 -0.0655 0.0055 0.1393 0.1039 0.1077 0.0620 0.1076 0.0738 -0.2971 -0.0234 -0.0992 -0.0831 -0.0877 -0.0196 0.0972 0.1051 0.1331 0.0906 0.1133 0.0413 -0.2980 -0.0261 -0.0756 -0.0741 -0.0630 0.0087 0.1152 0.1001 0.0946 0.0880 0.1022 0.0639 -0.3149 0.0210 -0.0768 -0.1099 -0.0995 -0.0176 0.1076 0.0783 0.1169 0.1180 0.1187 0.0585 -0.3018 0.0047

***

2.
Here is the molecule C4H4FN3O at a distorted geometry from OMol25. Energies are from the ωB97M-V functional and the def2-TZVPD basis.

Cartesian coordinates (Å):
C (-1.3076, -0.5674, -0.3762)
C (-0.3826, -1.7895, -0.5694)
C (-0.9071, 0.6234, -0.0500)
C (1.3198, -0.3195, 0.2292)
N (0.7904, -1.6910, -0.1380)
N (1.4063, 0.2728, -0.9375)
N (-0.5947, 1.5545, 0.7254)
O (1.2411, 0.1227, 1.3636)
F (1.6746, 1.7068, -0.8006)
H (-2.4279, -0.7106, -0.2444)
H (-0.8647, -2.7056, -0.9426)
H (-0.4731, 2.5325, 0.4263)
H (0.5255, 0.9707, 1.3142)

Atomic forces in eV per Å
-1.54 -1.49 -0.52
-1.23 2.44 0.74
-0.32 1.14 1.05
-2.23 -2.28 -5.79
2.26 -0.30 0.33
0.67 0.76 0.26
-0.54 0.73 -0.81
0.42 1.33 4.13
0.04 -1.30 0.50
1.53 0.01 -0.27
0.58 0.26 0.30
-0.13 -0.78 -0.31
0.48 -0.52 0.39

Results
Charge: 0
Energy relative to the best compared isomer or geometry (same formula, charge and spin) in eV: 1.186
M in g/mol: 129.09
Multiplicity: 1
Structure (SMILES): N=C=C/C=N\C(O)=N\F
Frontier orbital gap in Eh: 0.364
DFT total energy in eV: -13442.3392
HOMO in eV: -10.01

Need the Löwdin charges? In units of e they are: -0.0267 -0.1243 -0.1578 -0.5457 0.1193 0.1393 0.1398 0.1086 -0.1269 0.1381 0.1161 0.1259 0.0943